Entry 1:
Entry from the OMol25 dataset: C27H30N7S3Tl as an isolated structure at a distorted geometry (the ωB97M-V functional and the def2-TZVPD basis).

Its HOMO energy is -7.36 eV. Its lowest unoccupied orbital energy is -0.20 eV. Its net charge is 0. As for the energy above the lowest of the compared OMol25 structures with the same formula, charge and spin: 0.0 kcal per mole. As for the total energy: -2797.2823 a.u. The orbital gap comes out at 7.16 eV.

Positions of all 68 atoms, in Å:
Tl 1.689 -0.393 -0.280
C -0.280 -3.349 0.894
C -1.003 -2.450 1.851
C -1.307 -2.887 3.131
C -2.002 -2.085 4.017
C -2.433 -0.837 3.610
C -2.171 -0.373 2.330
C -2.731 0.949 1.892
C -1.432 -1.179 1.451
N -1.068 -0.656 0.207
C -1.876 -0.550 -0.771
C -3.248 -1.158 -0.780
C -1.440 0.198 -1.968
C -2.455 0.502 -3.032
N -0.232 0.580 -2.020
C 0.326 1.310 -3.071
C 0.310 2.708 -3.066
C -0.432 3.495 -2.027
C 0.992 3.387 -4.067
C 1.657 2.704 -5.067
C 1.625 1.320 -5.091
C 0.969 0.608 -4.100
C 0.871 -0.889 -4.160
H 0.010 -4.271 1.391
H 0.618 -2.862 0.514
H -0.910 -3.589 0.035
H -1.004 -3.878 3.435
H -2.216 -2.436 5.014
H -2.991 -0.210 4.290
H -2.937 1.571 2.759
H -3.670 0.796 1.359
H -2.046 1.479 1.235
H -3.495 -1.527 0.212
H -3.267 -1.999 -1.475
H -4.001 -0.442 -1.094
H -3.224 1.167 -2.645
H -2.937 -0.406 -3.385
H -1.964 0.998 -3.865
H -1.001 2.848 -1.367
H -1.103 4.205 -2.508
H 0.274 4.065 -1.427
H 0.995 4.467 -4.053
H 2.194 3.246 -5.833
H 2.106 0.789 -5.901
H 1.663 -1.299 -4.780
H -0.085 -1.188 -4.595
H 0.942 -1.326 -3.165
N 0.075 2.417 1.267
C 0.451 1.606 2.266
N 1.147 0.528 2.095
C 1.387 -0.134 3.268
C 0.808 0.426 4.365
S -0.037 1.870 3.935
C 2.265 -1.286 3.247
C 2.814 -1.917 4.324
S 3.857 -3.198 3.815
C 3.479 -2.768 2.146
N 2.656 -1.786 2.035
N 3.976 -3.477 1.105
H 0.670 2.317 0.431
H -0.206 3.354 1.509
H 0.829 0.097 5.382
H 2.701 -1.705 5.366
H 4.798 -4.034 1.269
H 3.927 -3.008 0.214
S 3.174 4.526 -0.963
C 2.688 3.047 -0.671
N 2.259 1.977 -0.429

Calculated atomic charges, method Mulliken, unit e:
1 Tl 1.0804
2 C -1.3320
3 C 1.1325
4 C -0.9440
5 C -1.0457
6 C -0.9453
7 C 2.2766
8 C -1.6866
9 C -1.4740
10 N 0.9661
11 C 1.0334
12 C -2.0768
13 C 0.3612
14 C -2.0532
15 N 1.1724
16 C -1.3368
17 C 1.1772
18 C -1.5311
19 C -0.7456
20 C -0.7624
21 C -0.9577
22 C 1.6604
23 C -1.4096
24 H 0.4451
25 H 0.0659
26 H 0.2679
27 H 0.4132
28 H 0.4371
29 H 0.4457
30 H 0.4947
31 H 0.3897
32 H 0.1541
33 H 0.4442
34 H 0.4406
35 H 0.4184
36 H 0.3909
37 H 0.4667
38 H 0.4302
39 H 0.0274
40 H 0.4895
41 H 0.2605
42 H 0.4553
43 H 0.4212
44 H 0.4251
45 H 0.4814
46 H 0.2529
47 H 0.1591
48 N 0.1437
49 C 0.3892
50 N -0.1762
51 C 0.1064
52 C -0.3946
53 S -0.2482
54 C -0.5400
55 C -0.4261
56 S -0.2440
57 C 0.3317
58 N 0.0359
59 N -0.4271
60 H -0.3751
61 H 0.2919
62 H 0.4855
63 H 0.4330
64 H 0.2432
65 H 0.1878
66 S -0.4715
67 C 0.1979
68 N -0.7795



Entry 2:
Entry from the OMol25 dataset: an isolated ion of composition C27H30NOS and charge +1 at a distorted geometry (the ωB97M-V functional and the def2-TZVPD basis).

Its HOMO energy is -10.23 eV. Its lowest unoccupied orbital energy is -2.77 eV. Its net charge is +1. As for the energy above the lowest of the compared OMol25 structures with the same formula, charge and spin: 0.0 kcal per mole. As for the total energy: -1574.7323 a.u. The orbital gap comes out at 7.46 eV.

Positions of all 60 atoms, in Å:
C -5.914 -1.685 0.501
N -5.033 -1.657 1.647
C -5.639 -2.129 2.873
C -3.685 -1.301 1.572
C -3.293 0.029 1.298
C -1.961 0.395 1.306
C -0.965 -0.592 1.368
C 0.479 -0.181 1.222
C 1.354 -0.848 0.152
S 3.057 -0.868 0.929
C 2.781 -1.589 2.567
C 3.730 -2.364 0.125
O 0.955 0.687 1.949
C -1.326 -1.924 1.641
C -2.668 -2.259 1.773
H -5.437 -1.229 -0.373
H -6.188 -2.725 0.260
H -6.840 -1.150 0.746
H -5.023 -1.842 3.732
H -6.634 -1.678 2.975
H -5.769 -3.219 2.867
H -4.076 0.765 1.119
H -1.662 1.448 1.232
H 1.111 -1.914 0.079
H 3.731 -1.512 3.113
H 2.023 -0.993 3.075
H 2.497 -2.637 2.461
H 4.820 -2.267 0.197
H 3.399 -3.251 0.678
H 3.419 -2.394 -0.927
H -0.544 -2.682 1.771
H -2.967 -3.287 1.977
C 1.240 -0.142 -1.171
C -0.233 -0.279 -1.625
C -0.776 -1.566 -1.761
C -2.142 -1.740 -1.989
C -2.963 -0.629 -2.191
C -2.416 0.652 -2.160
C -1.056 0.822 -1.870
C 1.817 1.260 -1.124
C 3.134 1.540 -1.069
C 3.744 2.848 -1.262
C 5.152 2.986 -1.202
C 5.768 4.214 -1.410
C 4.995 5.353 -1.697
C 3.603 5.228 -1.788
C 2.978 3.999 -1.571
H 1.855 -0.713 -1.898
H -0.134 -2.443 -1.641
H -2.564 -2.745 -1.999
H -4.028 -0.760 -2.373
H -3.043 1.538 -2.314
H -0.653 1.839 -1.790
H 1.144 2.114 -1.257
H 3.862 0.747 -0.888
H 5.756 2.101 -0.986
H 6.854 4.301 -1.337
H 5.479 6.317 -1.866
H 2.998 6.107 -2.022
H 1.895 3.905 -1.640

Calculated atomic charges, method Mulliken, unit e:
1 C -0.8152
2 N 0.2847
3 C -1.0605
4 C -0.2565
5 C -0.2255
6 C -0.7949
7 C 0.5247
8 C -0.8135
9 C -0.1175
10 S 0.2996
11 C -0.9170
12 C -1.0134
13 O -0.5542
14 C -0.4912
15 C -0.3267
16 H 0.1483
17 H 0.2955
18 H 0.3279
19 H 0.3092
20 H 0.3349
21 H 0.3344
22 H 0.5140
23 H 0.3915
24 H 1.1968
25 H 0.4342
26 H 0.3297
27 H 0.3746
28 H 0.4274
29 H 0.4287
30 H 0.3187
31 H 0.3595
32 H 0.4301
33 C 1.4812
34 C -0.4093
35 C -0.2566
36 C -0.8469
37 C -0.3933
38 C -0.9002
39 C -0.1962
40 C -0.3816
41 C -0.2420
42 C 0.4556
43 C -0.5135
44 C -0.5484
45 C -0.4804
46 C -0.6199
47 C -0.3960
48 H 0.6163
49 H 0.3890
50 H 0.3962
51 H 0.5579
52 H 0.4045
53 H 0.2568
54 H -0.0666
55 H 0.2397
56 H 0.2969
57 H 0.3695
58 H 0.3761
59 H 0.3713
60 H 0.3619



Entry 3:
Entry from the OMol25 dataset: C27H31BN8PPdS2 as an isolated structure at a distorted geometry (the ωB97M-V functional and the def2-TZVPD basis).

Its HOMO energy (alpha / beta) is -14.91 / -15.91 eV. Its lowest unoccupied orbital energy (alpha / beta) is -7.85 / -11.60 eV. Its net charge is +3. Its expectation value of S² is 6.09. Its spin multiplicity is 5. As for the total energy: -2774.9797 a.u. The orbital gap (alpha / beta) comes out at 7.06 / 4.31 eV.

Positions of all 71 atoms, in Å:
Pd 10.355 7.662 12.307
N 12.790 7.826 17.975
C 11.774 7.360 18.809
C 11.257 6.236 18.163
N 11.854 6.094 16.964
C 12.722 7.076 16.804
C 13.538 7.299 15.659
N 13.649 6.352 14.678
C 14.482 6.892 13.773
C 14.797 8.244 14.069
N 14.185 8.463 15.291
H 13.467 8.546 18.199
H 11.422 7.902 19.677
H 10.373 5.704 18.451
H 14.954 6.233 12.992
H 15.359 9.028 13.472
H 13.972 9.358 15.762
C 8.776 11.044 15.998
N 8.514 9.612 15.853
C 7.648 8.828 16.597
C 7.767 7.543 16.137
N 8.667 7.538 15.099
B 9.066 6.272 14.360
N 7.858 5.931 13.213
C 6.487 6.011 13.348
C 5.933 6.122 12.094
N 6.976 5.938 11.181
C 6.922 5.912 9.769
C 8.163 5.818 11.892
S 9.690 5.597 11.154
C 9.275 8.832 15.031
S 10.571 9.250 14.074
H 9.356 11.369 15.120
H 9.201 11.280 16.977
H 7.784 11.539 16.026
H 7.028 9.244 17.393
H 7.066 6.665 16.387
H 9.139 5.316 15.091
H 10.098 6.423 13.693
H 6.014 5.942 14.346
H 4.915 6.234 11.843
H 6.159 6.576 9.349
H 6.687 4.938 9.274
H 7.935 6.180 9.407
C 12.438 10.190 11.501
P 11.669 8.677 10.830
C 13.075 7.817 10.052
C 13.474 6.535 10.449
C 14.482 5.910 9.668
C 14.948 6.421 8.480
C 14.506 7.677 8.069
C 13.587 8.406 8.923
C 10.502 9.167 9.611
C 10.511 8.696 8.293
C 9.843 9.416 7.244
C 9.053 10.514 7.570
C 8.863 10.815 8.917
C 9.547 10.148 9.954
H 13.223 10.593 10.770
H 12.869 9.991 12.511
H 11.637 10.917 11.531
H 13.070 5.992 11.275
H 14.729 4.919 10.017
H 15.585 5.775 7.828
H 14.745 7.990 7.031
H 13.130 9.289 8.527
H 11.064 7.806 8.053
H 9.861 9.065 6.202
H 8.691 11.102 6.711
H 8.156 11.606 9.144
H 9.434 10.375 11.048

Calculated atomic charges, method Mulliken, unit e:
1 Pd 0.2121
2 N -0.0946
3 C -0.2226
4 C -0.3821
5 N -0.3571
6 C 0.1438
7 C 0.3347
8 N -0.3813
9 C -0.0927
10 C -0.3765
11 N -0.0009
12 H 0.2344
13 H 0.4257
14 H 0.4606
15 H 0.5368
16 H 0.4512
17 H 0.3148
18 C -0.8570
19 N 0.2023
20 C -0.5563
21 C -0.5111
22 N 0.4784
23 B 0.8392
24 N 0.1491
25 C -0.2036
26 C -0.6497
27 N 0.1805
28 C -0.5785
29 C 0.0115
30 S -0.1810
31 C -0.0476
32 S -0.7081
33 H 0.2955
34 H 0.3346
35 H 0.3758
36 H 0.5308
37 H 0.5041
38 H -0.0282
39 H -0.1584
40 H 0.4266
41 H 0.5484
42 H 0.3686
43 H 0.2905
44 H 0.1213
45 C -1.1357
46 P 0.4938
47 C 0.6416
48 C -0.8606
49 C -0.6596
50 C -0.5324
51 C -0.7726
52 C -0.3216
53 C 1.0217
54 C -0.5407
55 C -0.6278
56 C -0.5897
57 C -0.6127
58 C -0.6267
59 H 0.4106
60 H 0.1720
61 H 0.4982
62 H 0.6908
63 H 0.4291
64 H 0.3819
65 H 0.3725
66 H 0.5838
67 H 0.6383
68 H 0.4400
69 H 0.4143
70 H 0.4480
71 H 0.2594